The following is a DFT calculation (ωB97M-V/def2-TZVPD) of C34H17Br3F9N2OPSr as an isolated structure.

Its HOMO energy is -6.243 eV. The orbital gap is 3.95 eV. The value obtained for the energy relative to the best compared isomer or geometry (same formula, charge and spin) is 774.9 kJ/mol. Its electronic energy is -285260.927 eV.

ORCA input file:
```
! RIJCOSX wB97M-V def2-TZVPD def2/J DEFGRID3
* xyz 0 1
Sr -0.501 0.253 1.123
Br 1.125 0.253 8.262
C 0.707 0.253 6.394
C -0.700 0.253 5.948
C -0.987 0.253 4.643
N -0.243 0.253 3.754
C 1.316 0.253 4.022
C 1.687 0.253 5.483
C 2.399 0.253 2.941
C 3.859 0.253 3.311
C 4.771 0.253 2.331
Br 6.638 0.253 2.750
C 4.325 0.253 0.924
C 3.020 0.253 0.638
N 2.130 0.253 1.381
H -1.506 0.253 6.675
H -2.000 0.253 4.293
H 2.710 0.253 5.834
H 4.210 0.253 4.334
H 5.052 0.253 0.118
H 2.670 0.253 -0.375
F -0.370 6.528 -3.163
C -0.413 5.228 -2.834
C -0.482 4.270 -3.812
F -0.514 4.632 -5.104
C -0.528 2.923 -3.468
F -0.635 2.068 -4.496
C -0.498 2.455 -2.112
P -0.501 0.469 -2.028
C -1.997 0.041 -2.964
C -2.097 -1.145 -3.706
C -3.278 -1.484 -4.376
C -4.397 -0.661 -4.287
C -4.340 0.493 -3.514
C -3.157 0.831 -2.851
C 1.007 0.140 -2.992
C 1.056 -0.187 -4.352
C 2.277 -0.406 -5.000
C 3.474 -0.297 -4.299
C 3.452 0.030 -2.948
C 2.231 0.243 -2.302
C -0.457 3.488 -1.090
Br -0.501 3.452 0.907
C -0.407 4.849 -1.501
F -0.360 5.836 -0.589
H -1.257 -1.834 -3.766
H -3.326 -2.401 -4.958
H -5.316 -0.928 -4.801
H -5.218 1.126 -3.415
H -3.170 1.722 -2.227
H 0.150 -0.248 -4.948
H 2.289 -0.653 -6.059
H 4.421 -0.463 -4.806
H 4.383 0.120 -2.394
H 2.251 0.495 -1.243
F -3.088 -5.454 4.801
C -2.452 -4.667 3.898
C -2.529 -3.274 4.006
F -3.239 -2.712 5.016
C -1.873 -2.461 3.074
F -1.957 -1.113 3.193
C -1.138 -3.042 2.029
O -0.501 -2.276 1.123
C -1.064 -4.437 1.924
F -0.356 -5.006 0.917
C -1.720 -5.248 2.857
F -1.647 -6.599 2.752
H -2.893 0.253 1.123
*
```